Density functional theory data (wB97M-V/def2-TZVPD) for 19 unconnected molecules or ions with the total composition C33H109N11O24.

Orbital gap = 7.61 eV
LUMO energy = 0.00220 hartree

Element x y z (Å)
O (-21.981, 2.055, 13.083)
O (-22.586, 8.486, 8.237)
O (-26.156, 2.009, 13.855)
O (-20.817, 5.008, 17.296)
O (-27.368, 10.002, 7.237)
O (-28.986, 6.879, 11.700)
O (-25.285, 13.574, 15.598)
O (-23.392, 9.422, 14.407)
O (-19.742, 5.435, 11.128)
O (-26.646, 8.479, 12.773)
O (-18.253, 4.743, 13.031)
O (-25.969, 9.799, 18.979)
O (-19.039, 8.646, 16.774)
O (-27.293, 5.991, 13.892)
O (-26.355, 6.085, 18.425)
O (-20.951, 10.700, 15.878)
O (-17.917, 18.343, 9.005)
O (-15.706, 10.171, 12.827)
O (-22.246, 9.284, 10.891)
O (-22.583, 7.339, 13.150)
O (-25.219, 5.480, 5.805)
O (-21.699, 7.714, 17.167)
O (-19.900, 6.549, 14.857)
O (-18.944, 12.849, 10.057)
N (-17.754, 15.239, 8.778)
N (-24.319, 5.464, 18.034)
N (-25.198, 7.895, 7.682)
N (-27.236, 10.332, 11.900)
N (-25.663, 10.442, 16.175)
N (-24.812, 7.594, 17.592)
N (-18.686, 7.930, 12.472)
N (-27.355, 5.571, 10.988)
N (-29.227, 5.574, 9.970)
N (-25.135, 10.117, 12.175)
N (-23.778, 3.168, 14.962)
C (-17.241, 14.728, 10.083)
C (-18.141, 13.770, 10.780)
C (-26.314, 9.557, 12.306)
C (-18.876, 17.415, 9.580)
C (-16.961, 9.941, 12.295)
C (-26.307, 10.077, 8.170)
C (-25.487, 11.068, 18.630)
C (-14.854, 11.051, 12.000)
C (-21.569, 3.026, 14.066)
C (-17.462, 8.621, 12.908)
C (-22.799, 3.904, 14.288)
C (-18.589, 7.489, 11.133)
C (-20.985, 4.781, 10.878)
C (-25.059, 3.834, 14.940)
C (-25.212, 6.439, 7.987)
C (-20.950, 1.176, 12.656)
C (-28.393, 9.246, 7.715)
C (-19.803, 6.798, 10.746)
C (-18.973, 16.063, 8.827)
C (-26.451, 9.647, 20.293)
C (-20.038, 12.131, 10.755)
C (-24.777, 10.933, 17.231)
C (-26.328, 2.867, 15.022)
C (-28.584, 6.001, 11.028)
C (-25.224, 6.386, 18.070)
C (-24.593, 14.636, 15.064)
C (-18.340, 18.780, 7.724)
C (-24.673, 4.436, 4.973)
C (-26.499, 11.459, 15.432)
C (-25.743, 8.717, 8.786)
C (-25.655, 12.527, 14.645)
C (-24.453, 5.608, 6.993)
C (-27.106, 0.937, 13.870)
H (-20.141, 6.099, 14.048)
H (-20.838, 3.540, 13.443)
H (-28.437, 8.173, 7.528)
H (-24.545, 4.535, 18.360)
H (-25.582, 9.820, 20.928)
H (-16.936, 9.851, 11.209)
H (-17.435, 18.741, 7.118)
H (-17.818, 9.027, 13.855)
H (-20.172, 1.581, 12.010)
H (-18.220, 8.159, 16.875)
H (-18.365, 8.240, 10.374)
H (-27.285, 10.257, 20.639)
H (-17.326, 4.920, 12.869)
H (-23.821, 10.424, 17.100)
H (-20.613, 7.414, 11.138)
H (-24.929, 9.067, 9.420)
H (-26.623, 10.671, 9.027)
H (-24.183, 15.212, 15.894)
H (-18.950, 6.646, 14.804)
H (-22.334, 8.689, 7.336)
H (-27.289, 3.332, 14.803)
H (-23.801, 14.238, 14.430)
H (-24.775, 11.613, 19.250)
H (-18.722, 19.795, 7.611)
H (-24.467, 11.940, 16.950)
H (-26.295, 9.770, 16.586)
H (-26.260, 6.145, 8.048)
H (-20.989, 3.830, 11.411)
H (-19.412, 16.212, 7.840)
H (-28.154, 1.145, 14.085)
H (-27.194, 11.000, 14.729)
H (-21.088, 2.607, 14.950)
H (-25.122, 4.520, 15.785)
H (-24.372, 3.528, 5.495)
H (-24.241, 9.746, 14.708)
H (-27.270, 6.918, 13.651)
H (-22.801, 8.197, 13.514)
H (-19.529, 8.156, 16.113)
H (-25.276, 4.424, 14.050)
H (-23.411, 7.012, 12.797)
H (-26.883, 0.117, 14.553)
H (-24.933, 10.859, 11.521)
H (-18.947, 18.058, 7.178)
H (-26.714, 8.606, 20.484)
H (-24.835, 12.015, 14.142)
H (-26.368, 2.393, 16.003)
H (-22.807, 9.556, 15.152)
H (-22.367, 8.708, 10.136)
H (-21.086, 8.289, 17.626)
H (-20.743, 5.338, 16.400)
H (-27.670, 5.554, 13.129)
H (-20.325, 10.080, 16.253)
H (-19.855, 6.759, 9.658)
H (-19.861, 17.876, 9.653)
H (-26.285, 12.961, 13.867)
H (-23.762, 4.748, 4.463)
H (-29.166, 9.664, 7.070)
H (-16.561, 8.028, 13.065)
H (-25.458, 8.323, 17.860)
H (-26.977, 0.482, 12.889)
H (-26.467, 8.175, 9.394)
H (-20.561, 11.615, 9.949)
H (-18.695, 5.023, 12.230)
H (-17.556, 13.144, 11.454)
H (-25.304, 4.036, 4.180)
H (-23.855, 7.612, 17.267)
H (-22.062, 8.691, 11.619)
H (-26.632, 6.185, 11.334)
H (-18.546, 17.168, 10.589)
H (-21.578, 0.539, 12.033)
H (-28.100, 9.812, 11.835)
H (-23.151, 4.403, 13.385)
H (-26.986, 4.821, 10.422)
H (-18.840, 14.331, 11.400)
H (-27.098, 11.307, 11.677)
H (-21.365, 7.675, 16.271)
H (-30.189, 5.877, 9.909)
H (-23.769, 2.184, 14.736)
H (-28.890, 4.910, 9.288)
H (-28.756, 9.591, 8.683)
H (-19.762, 11.341, 11.453)
H (-26.383, 11.657, 18.437)
H (-25.882, 8.050, 6.954)
H (-16.969, 15.593, 10.688)
H (-24.267, 9.672, 12.439)
H (-17.565, 10.845, 12.371)
H (-23.448, 5.686, 17.572)
H (-13.921, 11.176, 12.549)
H (-21.891, 5.362, 11.048)
H (-24.701, 6.325, 8.944)
H (-23.527, 6.095, 6.688)
H (-27.122, 12.156, 15.992)
H (-20.878, 12.769, 11.030)
H (-17.732, 6.828, 11.000)
H (-25.264, 15.237, 14.451)
H (-20.752, 5.788, 17.846)
H (-17.941, 14.497, 8.120)
H (-14.650, 10.521, 11.069)
H (-23.500, 8.208, 8.174)
H (-20.968, 4.464, 9.836)
H (-16.351, 14.172, 9.788)
H (-20.713, 0.685, 13.600)
H (-25.431, 10.598, 7.783)
H (-15.195, 12.059, 11.765)
H (-24.241, 4.641, 7.450)
H (-19.481, 8.513, 12.690)
H (-22.533, 4.527, 15.142)
H (-19.720, 15.447, 9.327)
H (-20.575, 11.561, 16.062)

Atomic partial charges in e from the Mulliken method, atoms 1 to 99: atom 1 (O): -0.296, atom 2 (O): -0.621, atom 3 (O): -0.249, atom 4 (O): -0.663, atom 5 (O): -0.403, atom 6 (O): -0.584, atom 7 (O): -0.307, atom 8 (O): -0.175, atom 9 (O): -0.536, atom 10 (O): -0.801, atom 11 (O): -0.629, atom 12 (O): -0.234, atom 13 (O): -0.699, atom 14 (O): -0.523, atom 15 (O): -0.783, atom 16 (O): -0.453, atom 17 (O): -0.336, atom 18 (O): -0.428, atom 19 (O): -0.401, atom 20 (O): 0.047, atom 21 (O): -0.322, atom 22 (O): -0.463, atom 23 (O): -0.165, atom 24 (O): -0.405, atom 25 (N): -0.399, atom 26 (N): -0.261, atom 27 (N): -0.735, atom 28 (N): -0.265, atom 29 (N): 0.283, atom 30 (N): 0.255, atom 31 (N): 0.916, atom 32 (N): -0.141, atom 33 (N): -0.478, atom 34 (N): 0.633, atom 35 (N): -0.266, atom 36 (C): -1.050, atom 37 (C): 0.003, atom 38 (C): 0.021, atom 39 (C): -0.579, atom 40 (C): -0.221, atom 41 (C): -0.986, atom 42 (C): -0.775, atom 43 (C): -0.679, atom 44 (C): -0.452, atom 45 (C): -0.674, atom 46 (C): 0.469, atom 47 (C): -1.571, atom 48 (C): -0.595, atom 49 (C): 0.156, atom 50 (C): -0.096, atom 51 (C): -0.847, atom 52 (C): -0.733, atom 53 (C): 0.867, atom 54 (C): -0.516, atom 55 (C): -0.992, atom 56 (C): -0.773, atom 57 (C): -0.557, atom 58 (C): -0.828, atom 59 (C): 0.746, atom 60 (C): 0.700, atom 61 (C): -0.780, atom 62 (C): -0.730, atom 63 (C): -0.814, atom 64 (C): -1.020, atom 65 (C): 1.003, atom 66 (C): -0.564, atom 67 (C): -0.723, atom 68 (C): -0.872, atom 69 (H): -0.095, atom 70 (H): -0.026, atom 71 (H): 0.228, atom 72 (H): 0.202, atom 73 (H): 0.388, atom 74 (H): 0.473, atom 75 (H): 0.292, atom 76 (H): 0.061, atom 77 (H): 0.214, atom 78 (H): 0.342, atom 79 (H): 0.463, atom 80 (H): 0.315, atom 81 (H): 0.272, atom 82 (H): 0.039, atom 83 (H): -0.708, atom 84 (H): -0.551, atom 85 (H): 0.418, atom 86 (H): 0.241, atom 87 (H): 0.239, atom 88 (H): 0.206, atom 89 (H): 0.427, atom 90 (H): 0.306, atom 91 (H): 0.423, atom 92 (H): 0.288, atom 93 (H): 0.516, atom 94 (H): 0.148, atom 95 (H): 0.296, atom 96 (H): 0.002, atom 97 (H): 0.483, atom 98 (H): 0.314, atom 99 (H): 0.451

Density functional theory data (wB97M-V/def2-TZVPD) for a molecular structure, C33H20F9N3O2PSn.

Orbital gap = 8.59 eV
Net charge = +1
LUMO energy = -0.12284 hartree

Element x y z (Å)
Sn (0.092, 2.435, 1.256)
P (0.038, -0.231, 0.389)
F (-5.820, -2.394, -2.006)
F (3.774, -2.075, 5.620)
F (2.688, -3.083, -5.062)
F (-6.359, -1.998, 0.049)
F (-5.524, -3.916, -0.496)
F (4.410, -2.024, -4.301)
F (2.996, -1.004, -5.579)
F (1.833, -2.105, 6.577)
F (2.521, -3.828, 5.464)
O (-1.656, 4.276, -2.178)
O (1.031, 4.646, -2.221)
N (2.211, 2.337, 0.156)
N (-2.201, 2.374, 0.725)
N (-0.136, 3.344, -0.681)
C (2.505, -2.486, 5.486)
C (-3.154, 1.834, 1.485)
C (-1.593, -0.977, 0.141)
C (0.991, 3.822, -1.347)
C (3.105, -1.901, -4.593)
C (-4.491, 1.927, 1.149)
C (2.054, -1.541, 1.862)
C (0.988, -0.749, -1.058)
C (-5.449, -2.604, -0.738)
C (-3.600, -0.979, -1.194)
C (3.314, 1.717, 0.579)
C (1.886, -1.940, 4.222)
C (-2.529, 3.041, -0.381)
C (2.280, 3.163, -0.890)
C (-4.836, 2.609, -0.010)
C (-3.843, 3.182, -0.790)
C (4.530, 1.879, -0.057)
C (1.353, -2.083, -1.257)
C (0.055, -0.934, 3.054)
C (0.765, -1.008, 1.856)
C (-2.367, -0.435, -0.884)
C (0.608, -1.405, 4.234)
C (3.461, 3.397, -1.571)
C (-1.396, 3.644, -1.189)
C (-4.070, -2.061, -0.462)
C (1.931, -0.173, -3.201)
C (2.323, -1.489, -3.369)
C (4.602, 2.732, -1.151)
C (2.611, -2.007, 3.042)
C (-3.303, -2.618, 0.550)
C (2.028, -2.449, -2.406)
C (1.260, 0.194, -2.042)
C (-2.057, -2.085, 0.844)
H (3.610, -2.424, 3.042)
H (5.401, 1.350, 0.303)
H (-3.671, -3.474, 1.098)
H (2.317, -3.479, -2.564)
H (0.937, 1.218, -1.920)
H (2.628, -1.601, 0.947)
H (5.542, 2.881, -1.665)
H (-5.875, 2.697, -0.300)
H (-0.944, -0.513, 3.077)
H (-4.194, -0.565, -1.998)
H (-1.457, -2.532, 1.626)
H (-4.052, 3.737, -1.694)
H (-2.002, 0.409, -1.459)
H (0.052, -1.348, 5.159)
H (3.455, 4.082, -2.406)
H (1.107, -2.835, -0.517)
H (2.139, 0.559, -3.969)
H (-2.831, 1.315, 2.381)
H (3.215, 1.080, 1.451)
H (-5.239, 1.472, 1.782)

Partial charges, Mulliken, in e: atom 1 (Sn): 0.687, atom 2 (P): 1.680, atom 3 (F): -0.265, atom 4 (F): -0.254, atom 5 (F): -0.257, atom 6 (F): -0.250, atom 7 (F): -0.261, atom 8 (F): -0.250, atom 9 (F): -0.265, atom 10 (F): -0.270, atom 11 (F): -0.242, atom 12 (O): -0.594, atom 13 (O): -0.586, atom 14 (N): -0.039, atom 15 (N): -0.032, atom 16 (N): 0.093, atom 17 (C): 0.748, atom 18 (C): -0.074, atom 19 (C): 1.228, atom 20 (C): 0.147, atom 21 (C): 0.817, atom 22 (C): -0.845, atom 23 (C): -1.064, atom 24 (C): -0.177, atom 25 (C): 0.851, atom 26 (C): -0.992, atom 27 (C): -0.203, atom 28 (C): 0.220, atom 29 (C): 0.483, atom 30 (C): 0.544, atom 31 (C): -0.338, atom 32 (C): -0.635, atom 33 (C): -0.790, atom 34 (C): -0.368, atom 35 (C): -0.677, atom 36 (C): 0.603, atom 37 (C): -0.784, atom 38 (C): -0.955, atom 39 (C): -0.819, atom 40 (C): 0.033, atom 41 (C): 0.058, atom 42 (C): -0.732, atom 43 (C): 0.186, atom 44 (C): -0.372, atom 45 (C): -1.033, atom 46 (C): -1.133, atom 47 (C): -1.128, atom 48 (C): -0.161, atom 49 (C): -0.392, atom 50 (H): 0.434, atom 51 (H): 0.471, atom 52 (H): 0.465, atom 53 (H): 0.467, atom 54 (H): 0.348, atom 55 (H): 0.569, atom 56 (H): 0.466, atom 57 (H): 0.481, atom 58 (H): 0.461, atom 59 (H): 0.522, atom 60 (H): 0.508, atom 61 (H): 0.534, atom 62 (H): 0.500, atom 63 (H): 0.496, atom 64 (H): 0.545, atom 65 (H): 0.602, atom 66 (H): 0.560, atom 67 (H): 0.384, atom 68 (H): 0.569, atom 69 (H): 0.480